[1]
103
Properties=species:S:1:pos:R:3:forces:R:3 method="wB97M-V/def2-TZVPD" e_above_lowest_kj_mol=0.0 max_force_ev_per_a=0.52 gap_ev=6.9 total_charge=0
Y -0.0231 -1.2849 -1.2318 0.1 -0.1 -0.1
As -1.5515 -3.0443 -3.0128 -0.1 -0.1 -0.1
S 2.0896 0.8690 -4.3544 0.1 0.0 0.0
S 4.1593 1.2622 -6.4482 -0.1 0.0 0.0
S 1.2440 1.1195 -7.0760 0.0 0.0 -0.1
S -0.6813 0.4544 -3.2545 -0.2 0.4 0.0
S -1.6614 0.7031 -6.5046 0.1 0.0 0.0
S -3.5221 -0.6542 -1.2510 0.0 -0.3 0.1
P -0.1804 0.0292 1.8196 0.0 -0.1 -0.5
O 2.8077 -4.5216 -1.2413 0.0 0.0 0.1
O 0.9856 -3.2374 -1.4604 -0.1 0.1 0.0
N -0.0347 1.5285 1.0281 0.0 0.0 0.2
N -0.4485 -1.0985 0.8011 0.0 0.3 0.4
N -1.3854 0.2027 3.0070 0.0 0.0 0.1
N 1.2514 -0.1568 2.6530 0.0 0.3 0.2
N -5.4130 0.3470 0.3115 0.0 0.0 0.0
N 2.4566 -1.0222 -1.1692 0.0 0.0 0.1
N -4.4924 1.7879 -1.2127 0.0 0.0 0.0
C 5.2743 1.2807 -0.4937 0.0 0.1 0.0
C -1.1507 -0.3881 4.3384 0.1 0.0 0.1
C -0.3551 -3.0841 -4.5507 -0.1 0.0 0.0
C 0.7621 2.6320 1.5420 0.2 0.0 0.0
C 1.8998 -1.4748 2.5782 0.0 -0.1 -0.2
C 5.1579 -1.1926 -0.4887 0.0 0.0 0.0
C 3.1407 1.0018 3.7379 0.0 0.1 0.0
C 3.2783 2.5257 -0.9860 0.0 0.0 0.0
C 3.0582 -2.1800 -1.0185 0.2 -0.3 0.0
C 4.4171 -2.3197 -0.6606 -0.1 0.2 -0.1
C 1.6617 0.6153 3.8245 -0.1 0.1 0.1
C 4.5539 0.0758 -0.6599 0.1 -0.1 0.0
C 4.6503 2.4834 -0.6550 -0.1 -0.1 0.0
C -3.2618 -1.7667 4.2632 0.0 0.0 0.0
C -0.0214 0.8518 -5.8991 0.1 0.0 0.0
C -3.1463 -1.5094 2.7536 -0.1 -0.1 -0.1
C -1.1890 2.0517 0.2947 0.1 -0.2 -0.2
C 2.5550 1.3780 -1.1394 0.0 0.1 0.0
C 3.2490 -1.4529 3.2978 0.0 -0.1 0.0
C -2.3363 2.2786 -5.9394 -0.1 0.1 0.0
C -1.2036 4.1478 1.6819 0.1 0.1 0.0
C 2.2362 -3.4507 -1.2503 0.1 0.0 -0.1
C -2.7364 -0.0715 2.4887 -0.1 0.1 0.0
C -3.2326 -2.7795 -3.9413 0.0 -0.1 -0.1
C -0.0171 3.5749 2.4501 0.0 0.1 0.1
C -1.6396 -4.9315 -2.5675 -0.1 -0.1 -0.1
C 0.3738 0.7422 -4.6117 -0.2 -0.3 0.1
C 2.5873 1.0917 -5.9978 0.2 0.0 -0.1
C -2.0444 3.0112 1.1159 -0.1 0.0 0.0
C 3.1850 0.1233 -0.9869 -0.1 0.1 0.0
C -2.4578 -0.7250 5.0392 0.0 0.0 0.1
C 3.9432 -0.1196 3.0686 0.1 0.0 0.0
C -4.5291 0.5474 -0.6847 0.1 0.3 -0.1
H -5.1515 2.5039 -0.9605 0.0 0.0 0.0
H 6.2049 -1.2492 -0.2184 0.0 0.0 0.0
H 2.7936 3.4817 -1.1300 0.0 0.0 0.0
H 1.2504 -2.2591 2.9834 0.0 0.0 0.0
H -2.8448 3.3973 0.4787 0.0 0.0 0.0
H -3.0370 0.1938 5.1656 0.0 0.0 0.0
H 0.6737 -3.2118 -4.2194 0.0 0.0 0.0
H -0.7955 2.5767 -0.5889 -0.1 0.0 0.0
H 4.9685 -0.1357 3.4415 0.0 0.0 0.0
H 3.8450 -2.2880 2.9240 0.0 0.0 0.0
H -4.0868 -1.7429 2.2477 0.0 0.0 0.0
H -0.3831 3.0362 3.3301 0.0 0.0 0.0
H -5.3835 -0.5378 0.7863 0.0 0.0 0.0
H -0.5952 0.3190 4.9580 -0.1 0.0 0.0
H -2.5131 2.4670 1.9398 0.0 0.0 0.0
H 4.8132 -3.3173 -0.5550 0.0 0.0 0.0
H -3.8844 1.9379 -2.0000 0.0 0.0 0.0
H -2.2322 -1.0792 6.0478 0.0 0.0 0.0
H 6.3252 1.2310 -0.2414 0.0 0.0 0.0
H -2.8971 -2.7683 4.4992 0.0 0.0 0.0
H -0.5412 -1.2998 4.2659 0.0 0.0 0.0
H -3.3738 2.3143 -6.2674 0.0 0.0 0.0
H -2.3910 -2.1495 2.2941 0.0 0.0 0.0
H -2.3639 -5.0816 -1.7668 0.0 0.0 0.0
H 3.2630 1.9340 3.1826 0.0 0.0 0.0
H 4.0013 0.0676 1.9960 0.0 0.0 -0.1
H -3.2410 -1.7752 -4.3639 0.0 0.0 0.0
H -0.4583 -2.1380 -5.0847 0.0 0.0 0.0
H 3.1247 -1.6245 4.3706 0.0 0.0 0.0
H -4.0653 -2.8791 -3.2469 0.0 0.0 0.0
H 1.0992 3.2110 0.6719 0.0 0.0 0.0
H -1.7842 1.2221 -0.0944 0.0 0.0 0.1
H -0.6559 -5.2477 -2.2266 0.0 0.0 0.0
H 1.5019 1.4255 -1.3989 0.0 0.0 0.0
H -4.3045 -1.7345 4.5882 0.0 0.0 0.0
H -3.4466 0.6259 2.9503 0.0 0.0 0.0
H -0.8276 4.7639 0.8571 0.0 0.0 0.0
H -5.9290 1.1033 0.7264 0.0 0.0 0.0
H -0.6337 -3.9153 -5.2007 0.0 0.1 0.0
H 3.5101 1.1929 4.7487 0.0 0.0 0.0
H -1.7994 3.1144 -6.3818 0.0 0.0 0.0
H 2.0588 -1.7148 1.5259 0.0 0.0 0.0
H -1.8012 4.8065 2.3149 0.0 0.0 0.0
H 1.4895 0.0238 4.7319 0.1 0.0 0.0
H 5.2032 3.4049 -0.5388 0.0 0.0 0.0
H -3.3154 -3.5218 -4.7374 -0.1 0.1 0.0
H 1.6634 2.2414 2.0089 -0.1 0.0 0.0
H 1.0318 1.5012 3.9184 0.0 -0.1 0.0
H -1.9424 -5.5043 -3.4467 0.0 0.0 0.1
H 0.6424 4.3711 2.8036 0.0 0.0 0.0
H -2.2979 2.3374 -4.8548 0.0 0.0 0.1
H -2.7504 0.1186 1.4192 0.0 0.0 -0.1

=====

[2]
58
Properties=species:S:1:pos:R:3:forces:R:3 method="wB97M-V/def2-TZVPD" e_above_lowest_kj_mol=475.1 max_force_ev_per_a=5.44 gap_ev=9.7 total_charge=0
O -0.9781 3.0782 -2.0628 0.7 -2.0 0.8
O -4.5769 -2.2641 0.9095 0.8 -1.2 1.9
O 0.3056 4.9614 1.4891 1.3 2.0 -0.1
O 0.2589 0.1727 3.7892 0.0 -0.1 -0.1
O 3.2876 -0.2917 2.2263 -0.3 -0.4 0.1
O 2.9240 3.0674 -1.3423 -1.8 1.7 0.2
O -0.7396 -1.8489 -3.9967 -0.5 0.7 -1.7
O 1.8802 -2.2926 -2.0642 -1.0 -0.1 -1.2
O 1.9290 1.0544 -3.3813 1.3 0.1 -0.5
O -0.5265 -3.7485 -1.9459 -0.3 -0.4 0.3
O -3.8056 -0.8644 -1.0844 -0.6 0.6 -0.7
O 0.5109 3.0082 3.2498 1.0 0.8 0.2
O -1.6136 -3.1644 2.2308 -0.2 -0.1 0.2
N -3.0359 0.2530 1.2827 -0.6 -0.2 0.1
N 2.6786 -0.5929 -0.1700 1.7 1.6 1.8
C -1.1377 -0.2661 -0.1646 -0.5 1.1 -2.3
C 3.6657 -0.6595 0.9108 3.9 0.5 -1.2
C 0.3247 0.0387 -0.4480 1.7 1.6 0.5
C -1.7318 0.7114 0.8390 0.1 -1.9 0.9
C 1.3845 -0.7340 0.3807 -4.4 -2.3 -2.2
H -0.8122 -3.3429 -2.7637 -0.5 0.2 -0.2
H -0.1816 4.7081 0.7266 -0.8 -0.8 -0.4
H 2.7741 0.3318 -0.6110 -0.2 -0.3 0.4
H 1.1096 -0.2787 3.6650 -0.4 0.1 0.0
H 0.3715 -3.4227 -1.8747 0.6 0.0 0.3
H -0.1987 -2.3663 -4.6095 0.3 -0.1 0.3
H 0.9124 -1.7349 0.2524 1.3 -0.4 -0.5
H -3.7821 0.4607 0.6165 0.4 0.0 0.6
H -4.3875 -1.5288 1.4903 -0.5 1.6 0.0
H -1.6208 -0.0648 -1.1611 0.1 0.0 0.9
H 2.4992 -1.7114 -1.6249 0.6 0.2 0.7
H 4.6425 -0.0482 0.6661 -2.1 -0.5 -0.1
H -1.7521 1.6669 0.3439 0.1 0.8 0.3
H -1.4500 -3.6483 1.4191 0.1 -0.4 -0.2
H 2.0650 3.4546 -1.7284 1.8 -0.8 0.8
H 0.2333 4.4051 2.2618 -0.6 -0.9 0.0
H 1.8949 1.3394 -2.4729 -0.3 0.2 0.6
H -3.8394 -1.3981 -0.2637 -0.1 -0.2 -0.6
H 3.1197 3.7057 -0.6044 -0.2 -1.0 -1.0
H -1.4702 -1.3146 -0.1075 0.8 0.1 0.7
H 0.6568 1.1214 -0.2561 -1.2 -0.7 -0.2
H -1.8992 3.3120 -2.0233 -0.6 0.2 0.0
H -0.9624 2.1350 -1.7061 0.0 1.8 -0.8
H -4.7365 -0.6340 -1.2473 0.5 -0.3 -0.1
H -1.2348 -1.3062 -4.6615 0.3 -0.4 1.2
H 0.4599 -0.0388 -1.5418 0.4 -0.5 0.5
H 0.0057 2.2324 3.0596 -0.4 -1.0 0.0
H 2.8779 1.2391 -3.5655 -0.9 -0.3 -0.2
H 3.8030 -0.8807 2.7997 -0.3 0.4 -0.1
H 1.3895 2.8524 2.8627 -0.5 -0.1 0.2
H 1.2067 -1.6464 -2.3553 0.3 -0.5 -0.2
H -1.0912 0.6698 1.7421 -0.1 0.6 -0.5
H 1.1994 -0.7186 1.4229 0.5 1.5 1.2
H 4.1361 -1.6402 0.9078 -0.6 -0.6 0.3
H -0.4334 -0.4972 3.8654 0.4 -0.1 0.1
H -1.4529 -2.2642 1.9573 0.0 0.6 -0.1
H -3.9877 -2.8109 1.4819 -0.4 -0.9 -1.1
H -3.2614 0.4518 2.2435 -0.1 0.6 -0.1

=====

[3]
104
Properties=species:S:1:pos:R:3:forces:R:3 method="wB97M-V/def2-TZVPD" e_above_lowest_kj_mol=0.0 spin_multiplicity=2 max_force_ev_per_a=0.88 gap_ev="8.0 / 6.8" total_charge=+2
Re 0.1335 -0.0822 0.0524 -0.6 -0.2 -0.6
S -1.4797 -1.2131 4.2607 0.0 0.0 0.0
S -1.3509 -1.4808 -1.2480 0.1 0.0 0.2
P 0.8033 2.3813 0.6040 0.2 0.0 0.2
P 2.4914 0.0697 -0.7575 0.1 0.2 0.4
O -0.4269 1.0237 -1.7358 0.0 0.0 0.1
O -2.3805 2.0010 -1.8657 0.3 -0.3 0.2
O 0.9345 -1.9628 0.5290 0.4 0.2 -0.4
O -1.6468 1.1314 0.0068 0.0 0.0 -0.1
N -1.5519 1.4233 -1.2590 -0.3 0.2 -0.2
N -0.7181 -3.6017 0.2878 0.0 0.0 0.0
N -2.9129 -3.3958 -0.2672 0.0 0.0 0.0
N -0.2506 -0.3861 2.1268 0.1 0.1 0.3
N -2.5796 -0.7747 1.8914 0.0 0.1 0.0
C 1.4864 -4.2294 0.8700 0.0 -0.1 0.0
C 0.2348 -0.9399 4.3682 0.0 0.0 0.0
C 2.9778 1.3488 -3.1994 0.0 0.0 0.0
C 0.5254 3.1564 5.1193 0.0 0.0 0.0
C -1.4397 -0.7426 2.6007 0.0 0.1 -0.1
C 2.3216 0.3113 -2.5383 0.2 0.0 0.0
C 6.1379 -2.6824 -0.3105 0.0 0.0 0.0
C 1.5699 -0.6076 -3.2706 0.0 0.0 0.0
C 1.8175 3.2002 3.0931 0.1 0.0 0.0
C 5.4761 -2.5998 -1.5239 0.0 0.0 0.0
C -0.5780 2.7027 4.4061 0.0 0.0 0.0
C -0.0260 3.9224 -1.5760 0.1 0.0 0.0
C 2.4835 2.7663 -0.0126 -0.1 0.0 0.0
C -0.1771 3.6878 -0.2046 0.0 0.0 0.0
C 3.3201 -6.2111 1.5395 0.0 0.0 0.0
C 2.8736 1.4694 -4.5774 0.0 0.0 0.0
C 0.7225 2.7315 2.3751 0.0 0.0 0.0
C 1.0473 -1.1062 5.4794 0.0 0.0 0.0
C -4.3969 -3.2868 -2.2774 0.0 0.0 0.0
C -1.5792 5.7505 -1.4490 0.0 0.0 0.0
C 2.7216 -3.8919 1.4110 0.0 0.0 0.1
C -0.4802 2.4891 3.0429 0.0 0.0 0.0
C 4.3312 -1.8229 -1.6430 -0.1 -0.1 0.0
C 5.6447 -2.0021 0.7958 0.0 0.0 0.0
C 2.8871 -0.3111 4.1439 0.0 0.0 0.0
C 2.3883 -0.7897 5.3540 0.0 0.0 0.0
C 2.1253 0.5513 -5.2998 0.0 0.0 0.0
C 2.0622 -0.1540 3.0452 0.0 0.0 0.0
C -2.7980 -5.8792 -0.5205 0.0 0.0 0.0
C -1.6838 -2.9146 -0.3081 0.2 0.0 0.0
C -0.7220 4.9480 -2.1902 0.0 0.0 0.0
C -4.0587 -2.7323 -0.9019 0.0 0.0 0.0
C 1.4763 -0.4883 -4.6468 0.0 0.0 0.0
C 2.0809 -6.5597 1.0164 0.0 0.0 0.0
C 0.5094 -3.1791 0.5020 -0.3 -0.1 0.3
C -1.7348 5.5255 -0.0906 0.0 0.0 0.0
C 1.7186 3.4094 4.4617 0.0 0.0 0.0
C 1.1632 -5.5779 0.6919 0.0 0.1 0.0
C 3.8262 -1.1445 -0.5364 -0.1 0.0 -0.1
C -3.1621 -4.7041 0.3753 0.0 0.0 0.0
C 3.3604 1.5377 -0.0778 0.0 0.0 0.0
C -1.0397 4.4991 0.5320 0.0 0.0 0.0
C 3.6353 -4.8757 1.7455 0.0 0.0 0.0
C 0.7218 -0.4781 3.1509 0.0 -0.1 -0.1
C 4.4918 -1.2459 0.6878 0.0 0.0 0.0
H -2.5929 -4.7395 1.3011 0.0 0.0 0.0
H 1.0588 -1.4224 -2.7699 0.0 0.0 0.0
H 2.9210 3.5609 0.5920 0.0 0.0 0.0
H 2.7658 3.3949 2.6083 0.0 0.0 0.0
H -4.2207 -4.7213 0.6304 0.0 0.0 0.0
H -3.4232 -5.9205 -1.4102 0.0 0.0 0.0
H -1.5167 2.5229 4.9142 0.0 0.0 0.0
H -2.9344 -6.8103 0.0294 0.0 0.0 0.0
H 0.8953 -1.2056 -5.2107 0.0 0.0 0.0
H -3.4392 -0.9439 2.3877 0.0 0.0 0.0
H 3.7002 1.2413 0.9146 0.0 0.0 0.0
H -2.1224 6.5521 -1.9314 0.0 0.0 0.0
H 3.3840 2.2760 -5.0864 0.0 0.0 0.0
H -0.5973 5.1190 -3.2510 0.0 0.0 0.0
H -3.5236 -3.2646 -2.9307 0.0 0.0 0.0
H -2.6517 -0.2278 1.0439 0.0 -0.1 0.0
H 2.4397 0.2319 2.1117 -0.1 0.0 0.0
H 3.0487 -0.9098 6.2017 0.0 0.0 0.0
H 1.8287 -7.6011 0.8683 0.0 0.0 0.0
H 7.0403 -3.2731 -0.2246 0.0 0.0 0.0
H -1.1620 4.3555 1.5952 0.0 0.0 0.0
H 3.8416 -1.7483 -2.6041 0.0 0.0 0.0
H 0.4494 3.3227 6.1857 0.0 0.0 0.0
H -1.3486 2.1428 2.4940 0.0 0.0 0.0
H 2.3378 3.1918 -1.0035 0.0 0.0 0.0
H -1.7576 -5.8163 -0.8334 0.0 0.0 0.0
H 4.5912 -4.6009 2.1719 0.0 0.0 0.0
H 0.6165 3.2957 -2.1831 0.0 0.0 0.0
H 0.1946 -5.8480 0.2999 0.0 0.0 0.0
H 6.1572 -2.0663 1.7472 0.0 0.0 0.0
H -5.1772 -2.6769 -2.7317 0.0 0.0 0.0
H 3.9356 -0.0511 4.0659 0.0 0.0 0.0
H -4.9021 -2.8503 -0.2205 0.0 0.0 0.0
H -4.7651 -4.3098 -2.2235 0.0 0.0 0.0
H 2.9459 -2.8557 1.5930 0.0 0.1 0.0
H 2.5765 3.7735 5.0110 0.0 0.0 0.0
H 2.0525 0.6428 -6.3754 0.0 0.0 0.0
H 4.1147 -0.7485 1.5718 0.1 0.0 -0.1
H 4.2677 1.6967 -0.6634 0.0 0.0 0.0
H 4.0334 -6.9828 1.7981 0.0 0.0 0.0
H 3.5800 2.0659 -2.6563 0.0 0.0 0.0
H 0.6461 -1.4718 6.4152 0.0 0.0 0.0
H -2.3929 6.1542 0.4938 0.0 0.0 0.0
H 5.8569 -3.1255 -2.3891 0.0 0.0 0.0
H -3.8397 -1.6691 -0.9746 0.0 0.0 0.0